Entry from the OMol25 dataset: a structure of composition C37H34Cl2MoN3O7S2Sb2 (ωB97M-V/def2-TZVPD).

Last column: Mulliken charge in e.
Atoms and positions in Å:
Mo (-0.20265, -0.05646, 0.24045)  -0.74
O (1.71169, 2.13690, 2.37466)  -0.54
S (1.05636, 2.14779, 1.10456)  1.08
O (0.98258, 3.34471, 0.34951)  -0.61
O (1.58023, 0.95607, 0.25752)  -0.30
O (-0.41689, 1.56480, 1.28720)  -0.48
C (3.30178, -1.77471, 0.51417)  -1.23
C (3.42527, -1.95631, 2.03412)  -0.80
C (2.87590, -0.78672, 2.84329)  -0.82
Sb (0.75339, -0.54002, 2.77658)  1.56
C (0.17645, 0.55245, 4.48311)  0.83
C (1.10722, 1.29173, 5.20167)  -0.37
C (0.69709, 1.97481, 6.33727)  -0.75
C (-0.63121, 1.92287, 6.73985)  -0.52
C (-1.55461, 1.17786, 6.01816)  -0.68
C (-1.15278, 0.48956, 4.88383)  -0.60
C (-0.00191, -2.38309, 3.51450)  1.34
C (-1.08534, -3.01354, 2.90841)  -1.01
C (-1.70446, -4.09988, 3.51576)  -0.22
C (-1.24078, -4.55879, 4.73990)  -0.66
C (-0.16001, -3.93609, 5.35607)  -0.68
C (0.45190, -2.84821, 4.75200)  -0.64
Sb (1.37556, -2.34844, -0.23183)  1.61
C (1.76393, -2.42880, -2.31663)  0.40
C (1.21129, -3.45761, -3.08419)  -0.36
C (1.31952, -3.42857, -4.46939)  -1.10
C (1.98459, -2.38015, -5.09420)  -0.58
C (2.55529, -1.36735, -4.32658)  -0.78
C (2.43870, -1.38096, -2.94026)  -0.69
C (1.63595, -4.40632, 0.22939)  0.86
C (2.67534, -5.02773, -0.45812)  -0.65
C (2.96276, -6.35905, -0.20036)  -0.77
C (2.21876, -7.06695, 0.73635)  -0.62
C (1.18362, -6.44276, 1.41707)  -0.50
C (0.88548, -5.10959, 1.16302)  -0.44
H (4.01570, -2.40183, -0.01378)  0.59
H (3.46612, -0.73629, 0.22689)  0.69
H (4.48618, -2.04528, 2.27672)  0.53
H (2.95555, -2.89157, 2.35112)  0.21
H (3.28136, 0.15775, 2.48986)  0.61
H (3.10751, -0.89360, 3.90256)  0.63
H (2.13412, 1.35855, 4.86764)  0.39
H (1.41459, 2.55331, 6.90440)  0.43
H (-0.94802, 2.46566, 7.62094)  0.41
H (-2.58600, 1.12923, 6.34263)  0.42
H (-1.86988, -0.10494, 4.33044)  0.39
H (-1.45892, -2.65919, 1.95536)  -0.07
H (-2.54442, -4.58593, 3.03468)  0.43
H (-1.72852, -5.39584, 5.22280)  0.43
H (0.19339, -4.28930, 6.31658)  0.46
H (1.27866, -2.35139, 5.25230)  0.40
H (0.69377, -4.28302, -2.60377)  0.48
H (0.87459, -4.21312, -5.07017)  0.51
H (2.04725, -2.36385, -6.17805)  0.78
H (3.08359, -0.55555, -4.81220)  0.50
H (2.87077, -0.57562, -2.35360)  0.53
H (3.25305, -4.48788, -1.20083)  0.34
H (3.76671, -6.84711, -0.73623)  0.42
H (2.44477, -8.10704, 0.93206)  0.40
H (0.60062, -6.98948, 2.14718)  0.47
H (0.07981, -4.63627, 1.69977)  0.24
Cl (-3.05983, 1.88173, -0.67339)  -0.04
C (-3.82111, 0.41775, -0.10832)  -0.55
Cl (-2.61489, -0.90898, 0.22885)  -0.02
H (-4.47774, 0.02747, -0.87474)  0.40
H (-4.33423, 0.60101, 0.82610)  0.42
O (-1.33246, -3.15118, -7.61279)  -0.68
S (-0.20681, -2.63701, -8.36735)  1.28
O (-0.34925, -2.62893, -9.79778)  -0.68
O (1.09647, -3.06684, -7.85615)  -0.70
C (-0.07999, -0.89647, -7.84259)  0.04
N (0.51764, 0.02437, -8.62070)  -0.47
C (0.81771, 1.18100, -8.04478)  -0.45
C (0.61545, 1.42211, -6.68648)  -0.64
C (-0.01727, 0.41414, -5.98723)  0.23
N (-0.39798, -0.71278, -6.56678)  -0.23
C (-0.22426, 0.37049, -4.53064)  1.03
C (-0.72536, -0.83019, -4.00951)  -0.89
C (-0.78152, -1.00779, -2.66666)  -0.69
N (-0.36259, -0.06347, -1.79591)  1.09
C (0.02052, 1.14585, -2.29211)  -0.88
C (0.08218, 1.39769, -3.63598)  -0.79
H (1.27494, 1.93106, -8.68166)  0.44
H (0.96152, 2.33965, -6.22640)  0.38
H (-1.02232, -1.61250, -4.69674)  0.71
H (-1.12785, -1.93772, -2.24080)  0.57
H (0.32741, 1.90289, -1.58141)  0.52
H (0.43740, 2.36185, -3.97228)  0.47

Force components x, y, z for each atom (eV/Å):
-0.0403 0.9198 0.6912
-0.1278 -0.0241 -0.1164
0.7129 1.0121 0.0802
-0.0198 -0.0935 -0.0203
-0.6130 -0.1716 -0.2281
-0.3082 0.0530 -0.2558
-0.2223 0.3006 0.3508
-0.1005 0.0541 -0.1812
-0.1365 0.0433 -0.1190
0.1919 -1.5155 1.2420
0.0083 0.2046 -0.2849
-0.0479 0.0186 -0.0992
-0.0227 -0.0218 0.0670
0.0397 -0.0140 -0.0091
-0.0150 0.0090 0.0409
0.0569 -0.0304 0.0267
-0.0825 -0.0518 0.0247
0.0482 0.1143 0.1765
-0.0151 -0.0017 0.0428
0.0037 0.0192 -0.0180
0.0031 0.0086 -0.0261
0.0553 0.0329 -0.1508
1.0523 -0.5255 -0.5855
-0.1532 0.0213 0.0168
0.0041 0.0257 0.0491
-0.0104 -0.0619 0.0747
0.2445 0.1783 0.0651
-0.0608 -0.1112 0.1028
0.0057 -0.0208 0.0752
-0.4688 0.0706 0.1256
0.0422 0.0759 -0.0369
0.0078 -0.0696 0.0447
-0.0214 0.0498 0.0090
0.0289 -0.0031 -0.0234
0.0966 -0.0571 -0.0663
-0.0589 -0.0969 -0.1011
0.1263 -0.0121 -0.0004
0.0225 -0.0245 0.0411
0.0758 -0.0796 0.0129
0.0530 0.0927 0.0708
0.0078 0.0018 0.0544
0.0168 0.0423 0.0310
-0.0114 -0.0075 -0.0126
0.0081 -0.0177 -0.0117
0.0114 0.0151 -0.0192
-0.0490 -0.0219 -0.0033
-0.0260 -0.0147 -0.0568
0.0079 0.0226 0.0174
0.0229 0.0057 -0.0172
0.0040 0.0013 -0.0359
-0.0699 -0.0475 0.0143
0.0039 0.0201 -0.0323
0.0234 0.0666 -0.0501
-0.0795 -0.0985 0.0634
0.0199 -0.0154 0.0043
0.0123 0.0190 -0.0228
-0.0217 -0.0503 0.0124
-0.0174 0.0235 0.0026
0.0045 0.0187 -0.0125
0.0099 -0.0057 -0.0146
0.0033 -0.0284 -0.0170
0.0266 -0.0970 0.0233
-0.0153 0.3889 -0.1504
-0.1025 -0.2720 0.2107
0.0116 -0.1479 -0.0170
0.0331 -0.0562 0.0879
0.1495 0.0707 0.0311
-0.1885 -0.0809 -0.2104
0.0832 0.0371 0.1603
-0.0790 -0.0564 -0.1099
0.3086 0.1572 0.0224
-0.3077 -0.0847 0.2784
-0.0103 -0.2718 -0.0744
0.0548 0.2819 0.0653
0.0476 -0.0053 -0.1216
0.1029 -0.0877 -0.5573
-0.2389 0.0305 0.2720
-0.1890 0.1131 -0.2555
-0.0743 -0.0983 0.3520
0.0640 0.2917 -0.9131
0.1253 -0.2979 0.0456
0.1074 -0.0626 -0.1881
-0.0029 -0.0023 0.0359
-0.0631 -0.0335 -0.0416
0.0119 0.0169 0.0171
-0.0367 -0.0375 0.0268
-0.0024 0.0568 0.0003
-0.0513 0.0005 0.0086

Output
HOMO energy (spin up / spin down): -9.58 / -9.58 eV
⟨S²⟩: 2.047
E_tot: -119359.940 eV
Multiplicity: 3
Frontier orbital gap (spin up / spin down): 3.6 / 3.9 eV
Energy above the lowest of the compared OMol25 structures with the same formula, charge and spin: 0.0 kcal/mol
Net charge: +1
LUMO (spin up / spin down): -6.0 / -5.7 eV
Largest force on an atom: 1.97 eV Å⁻¹